# 1
{
  "formula": "C6H12O2",
  "method": "wB97M-V/def2-TZVPD",
  "lumo_energy_ev": 0.4,
  "smiles": "C=C(CCO)[C@@H](C)O",
  "relative_energy_kcal_mol": 152.6,
  "e_tot_ha": -386.07694,
  "elements": ["C", "C", "C", "C", "O", "C", "C", "O", "H", "H", "H", "H", "H", "H", "H", "H", "H", "H", "H", "H"],
  "positions_angstrom": [[-0.5459, 2.0968, 0.2143], [-0.2517, 0.9199, -0.4739], [-1.1801, -0.0100, -0.9628], [-1.4911, -0.9260, 0.2015], [-0.2425, -1.7668, 0.2615], [1.1238, 0.4846, -0.4228], [1.5337, 0.1516, 0.9661], [1.8048, -0.6428, -1.1174], [-1.7168, 2.2942, 0.1114], [0.1431, 2.9942, 0.3226], [-0.7813, -0.9866, -1.5864], [-1.9998, 0.8063, -1.4547], [-2.2916, -1.6354, -0.0789], [-1.4978, -0.5580, 1.3796], [-0.4746, -2.6371, 0.6516], [1.6604, 1.1624, -0.9641], [2.4116, -0.7853, 0.7331], [0.8085, -0.4516, 1.4032], [1.6348, 0.9765, 1.6239], [1.3525, -1.4869, -0.8079]],
  "forces_ev_per_a": [[-2.30, -0.69, -3.24], [1.74, 3.46, 2.07], [-3.64, -1.11, -2.05], [0.36, -1.65, 3.16], [-1.59, -1.25, 0.05], [3.16, -2.51, 0.11], [3.15, -2.40, -0.21], [-2.95, -1.64, -1.23], [2.60, 0.15, 0.63], [-0.82, -1.70, 0.38], [-0.68, 3.45, 0.17], [1.24, -3.41, 1.13], [-0.03, 0.58, 0.59], [-0.80, -0.21, -3.37], [0.12, 0.87, -0.32], [1.80, 2.85, -0.38], [-1.66, 3.64, 1.73], [-1.43, -0.70, 0.77], [1.05, 0.78, 0.61], [0.68, 1.50, -0.62]]
}

# 2
{
  "formula": "C6H12O2",
  "method": "wB97M-V/def2-TZVPD",
  "lumo_energy_ev": 0.0,
  "relative_energy_kcal_mol": 90.5,
  "e_tot_ha": -386.17591,
  "elements": ["C", "C", "C", "C", "C", "C", "O", "O", "H", "H", "H", "H", "H", "H", "H", "H", "H", "H", "H", "H"],
  "positions_angstrom": [[-0.3814, 0.6916, -0.0601], [-0.7018, -0.7061, -0.3838], [-0.6245, 1.1347, 1.3769], [1.7377, -0.9973, 1.0264], [1.1205, -0.3915, -0.2025], [1.8067, -0.1959, -1.3275], [-0.5992, 1.5439, -0.9939], [-2.8659, 0.2046, -1.0010], [-2.1781, 0.9201, -1.2076], [-3.3017, 0.0075, -1.8323], [-0.7888, -0.9544, -1.4324], [-1.0134, -1.3855, 0.4039], [-0.3492, 0.3882, 2.1304], [-1.6920, 1.3232, 1.4817], [-0.0830, 2.0634, 1.5560], [1.1612, -1.8411, 1.4094], [1.8183, -0.2624, 1.8284], [2.7445, -1.3571, 0.8157], [2.8453, -0.4863, -1.4183], [1.3449, 0.3004, -2.1694]],
  "forces_ev_per_a": [[-3.78, 0.04, -1.40], [3.13, 1.48, 0.64], [0.95, -0.13, 0.17], [-0.01, 0.04, 0.15], [-0.25, -1.83, -0.07], [-0.48, 0.22, 0.18], [1.16, -0.22, 0.87], [0.03, 0.87, -0.31], [-0.75, -0.79, 0.11], [-0.10, 0.07, -0.07], [-0.21, -0.03, 0.30], [0.32, -0.06, -0.21], [0.02, 0.13, -0.17], [0.00, 0.02, -0.23], [-0.05, -0.02, 0.09], [-0.03, 0.07, -0.03], [-0.02, -0.01, 0.02], [0.05, 0.04, -0.07], [0.11, 0.16, 0.14], [-0.10, -0.05, -0.11]]
}

# 3
{
  "formula": "C6H12O2",
  "method": "wB97M-V/def2-TZVPD",
  "lumo_energy_ev": 0.7,
  "smiles": "CC(C)=O.CC(C)=O",
  "relative_energy_kcal_mol": 21.3,
  "e_tot_ha": -386.28622,
  "elements": ["C", "C", "C", "O", "H", "H", "H", "H", "H", "H", "C", "C", "C", "O", "H", "H", "H", "H", "H", "H"],
  "positions_angstrom": [[-2.0614, -10.6823, 3.0592], [-2.9823, -11.7575, 3.5809], [-2.8394, -13.1284, 2.9717], [-3.7645, -11.5579, 4.4748], [-2.3121, -9.7314, 3.5257], [-2.1694, -10.5878, 1.9805], [-1.0407, -10.9520, 3.3357], [-2.4351, -13.1572, 1.9600], [-3.7790, -13.6749, 3.0104], [-2.1269, -13.6975, 3.5868], [-4.1225, -7.5575, 7.8126], [-5.3377, -8.4280, 7.6036], [-5.3079, -9.3233, 6.3980], [-6.3019, -8.3762, 8.3427], [-4.0854, -6.8334, 6.9989], [-3.2180, -8.1695, 7.7719], [-4.1724, -7.0674, 8.7804], [-4.8236, -10.2698, 6.6499], [-4.6744, -8.9215, 5.6004], [-6.3040, -9.4888, 6.0016]],
  "forces_ev_per_a": [[-0.31, 0.15, 0.35], [0.15, -0.10, -0.32], [0.28, -0.62, 0.09], [-0.20, 0.12, 0.21], [0.02, -0.02, 0.03], [0.24, -0.09, -0.08], [0.09, 0.02, -0.28], [-0.08, 0.28, -0.01], [-0.07, 0.11, 0.03], [-0.11, 0.16, -0.01], [0.01, -0.34, 0.25], [-0.60, 0.23, 0.21], [0.44, 0.01, -0.39], [0.52, -0.06, -0.30], [0.10, 0.09, 0.03], [0.01, 0.06, -0.13], [-0.06, 0.14, -0.04], [-0.24, -0.08, 0.09], [-0.11, 0.12, 0.13], [-0.09, -0.18, 0.15]]
}

# 4
{
  "formula": "C6H12O2Si",
  "method": "wB97M-V/def2-TZVPD",
  "lumo_energy_ev": 0.7,
  "smiles": "CC(=C=O)O[Si](C)(C)C",
  "relative_energy_kcal_mol": 15.7,
  "e_tot_ha": -675.80219,
  "elements": ["C", "C", "C", "O", "O", "Si", "C", "C", "C", "H", "H", "H", "H", "H", "H", "H", "H", "H", "H", "H", "H"],
  "positions_angstrom": [[-2.5089, -1.8428, -0.0972], [-1.8493, -0.4758, -0.1096], [-2.5913, 0.5782, 0.0865], [-3.3251, 1.4723, 0.2830], [-0.5019, -0.5022, -0.3666], [0.9013, 0.3010, -0.0607], [0.7757, 1.3182, 1.5473], [2.1578, -1.1229, 0.0818], [1.2929, 1.4444, -1.5329], [-3.0854, -2.0016, 0.8107], [-1.7104, -2.5762, -0.1458], [-3.1649, -1.9772, -0.9562], [0.0877, 0.8544, 2.2490], [1.7347, 1.4164, 2.0465], [0.4085, 2.3235, 1.3515], [2.9505, -0.8755, 0.7808], [1.6854, -2.0362, 0.4288], [2.6249, -1.3374, -0.8744], [2.2815, 1.8830, -1.4461], [1.2587, 0.8975, -2.4709], [0.5773, 2.2589, -1.6057]],
  "forces_ev_per_a": [[-0.10, 0.41, -0.05], [0.39, -1.01, 0.01], [-0.31, 0.94, 0.14], [0.27, -0.24, -0.07], [-0.51, 0.04, -0.24], [0.74, 0.34, 0.18], [-0.12, -0.32, -0.64], [-0.31, 0.67, -0.06], [-0.21, -0.50, 0.57], [-0.05, -0.10, 0.06], [0.04, -0.08, 0.03], [0.00, -0.11, -0.03], [-0.10, -0.15, 0.11], [0.22, -0.04, 0.00], [-0.07, 0.11, -0.07], [0.18, 0.08, 0.13], [-0.18, -0.08, 0.09], [0.04, -0.02, -0.21], [0.23, 0.08, 0.09], [-0.01, -0.17, -0.11], [-0.15, 0.12, 0.06]]
}